Computed, not measured: a 9-piece molecular cluster, C43H108F6N7O12S2 overall in a non-equilibrium geometry, with ωB97M-V/def2-TZVPD.

Geometry (Å):
C (4.125, 2.512, 3.831)
N (5.371, 1.731, 3.329)
C (5.331, 0.335, 4.108)
C (5.278, 1.435, 1.822)
C (6.670, 2.594, 3.538)
C (6.723, 3.565, 4.684)
O (6.444, 3.057, 5.951)
H (4.210, 3.507, 3.395)
H (4.174, 2.605, 4.916)
H (3.245, 2.095, 3.342)
H (6.244, -0.235, 3.933)
H (4.471, -0.247, 3.776)
H (5.291, 0.426, 5.193)
H (6.235, 0.971, 1.584)
H (5.141, 2.273, 1.139)
H (4.487, 0.700, 1.672)
H (6.950, 3.127, 2.629)
H (7.447, 1.833, 3.610)
H (6.054, 4.371, 4.382)
H (7.708, 3.992, 4.872)
H (6.578, 3.783, 6.565)
C (-5.279, 3.174, -2.028)
N (-4.137, 2.205, -1.909)
C (-2.861, 2.992, -1.477)
C (-4.518, 1.220, -0.820)
C (-3.833, 1.413, -3.256)
C (-2.614, 0.441, -3.248)
O (-2.802, -0.810, -2.573)
H (-6.116, 2.551, -2.342)
H (-5.218, 3.694, -2.984)
H (-5.544, 3.713, -1.118)
H (-2.675, 3.685, -2.298)
H (-2.000, 2.381, -1.206)
H (-3.257, 3.616, -0.675)
H (-3.642, 0.602, -0.627)
H (-5.366, 0.611, -1.134)
H (-4.757, 1.731, 0.113)
H (-3.712, 2.129, -4.069)
H (-4.783, 0.924, -3.470)
H (-1.764, 0.992, -2.845)
H (-2.439, 0.275, -4.311)
H (-2.888, -1.529, -3.203)
C (-0.249, -0.299, 7.137)
N (-0.276, 0.333, 5.719)
C (-1.716, 0.865, 5.409)
C (0.552, 1.611, 5.590)
C (0.042, -0.761, 4.665)
C (1.571, -0.961, 4.431)
O (2.406, -1.148, 5.545)
H (-0.588, 0.457, 7.845)
H (0.765, -0.466, 7.500)
H (-0.834, -1.217, 7.201)
H (-2.454, 0.065, 5.472)
H (-1.727, 1.207, 4.374)
H (-1.970, 1.687, 6.077)
H (1.611, 1.482, 5.812)
H (0.206, 2.387, 6.273)
H (0.520, 2.043, 4.590)
H (-0.271, -0.343, 3.709)
H (-0.382, -1.641, 5.149)
H (1.956, -0.061, 3.952)
H (1.730, -1.817, 3.774)
H (3.093, -1.793, 5.360)
C (3.412, -1.782, -7.066)
N (2.693, -0.915, -6.045)
C (2.905, -1.502, -4.598)
C (3.505, 0.379, -6.118)
C (1.245, -0.508, -6.502)
C (0.133, -1.591, -6.269)
O (0.475, -2.759, -7.016)
H (3.138, -2.831, -6.961)
H (4.467, -1.798, -6.794)
H (3.142, -1.401, -8.051)
H (2.255, -2.373, -4.515)
H (2.601, -0.670, -3.962)
H (3.957, -1.786, -4.575)
H (4.554, 0.140, -5.941)
H (3.277, 1.149, -5.381)
H (3.353, 0.768, -7.125)
H (1.251, -0.094, -7.510)
H (1.002, 0.242, -5.750)
H (-0.843, -1.135, -6.434)
H (0.102, -1.798, -5.199)
H (-0.167, -3.411, -6.724)
C (6.058, -3.952, 0.038)
N (4.707, -4.685, -0.110)
C (5.028, -6.161, -0.472)
C (4.049, -4.853, 1.276)
C (3.797, -3.995, -1.106)
C (3.033, -2.703, -0.651)
O (1.964, -3.123, 0.157)
H (6.631, -3.917, -0.888)
H (6.558, -4.395, 0.899)
H (5.886, -2.936, 0.394)
H (5.540, -6.750, 0.288)
H (5.645, -6.105, -1.369)
H (4.230, -6.806, -0.839)
H (3.090, -5.304, 1.021)
H (3.891, -3.829, 1.616)
H (4.675, -5.517, 1.872)
H (2.987, -4.659, -1.408)
H (4.364, -3.832, -2.023)
H (2.764, -2.134, -1.542)
H (3.637, -1.945, -0.150)
H (1.419, -2.339, 0.260)
C (0.982, 5.198, -0.913)
N (1.636, 5.451, 0.496)
C (2.303, 4.176, 1.047)
C (2.755, 6.492, 0.250)
C (0.565, 5.966, 1.459)
C (-0.483, 4.898, 2.096)
O (-1.261, 4.175, 1.159)
H (0.390, 6.096, -1.088)
H (0.393, 4.281, -0.904)
H (1.850, 5.122, -1.569)
H (2.700, 4.264, 2.058)
H (3.029, 3.975, 0.260)
H (1.654, 3.302, 0.991)
H (2.307, 7.395, -0.164)
H (3.683, 6.207, -0.244)
H (3.156, 6.680, 1.246)
H (-0.037, 6.723, 0.958)
H (1.061, 6.459, 2.295)
H (-1.128, 5.466, 2.766)
H (-0.064, 4.104, 2.713)
H (-1.926, 3.684, 1.648)
C (-8.280, -1.178, 2.827)
C (-8.499, -2.663, 2.497)
C (-7.396, -3.456, 1.751)
C (-6.998, -2.893, 0.460)
N (-5.867, -3.596, -0.343)
C (-6.275, -5.001, -0.917)
C (-5.688, -5.155, -2.257)
C (-5.963, -3.768, -2.865)
C (-5.708, -2.808, -1.687)
C (-4.451, -3.531, 0.340)
C (-4.117, -2.072, 0.868)
C (-2.585, -1.941, 0.969)
H (-8.334, -0.583, 1.915)
H (-7.384, -0.982, 3.417)
H (-9.109, -0.790, 3.418)
H (-9.337, -2.683, 1.801)
H (-8.661, -3.246, 3.403)
H (-7.527, -4.537, 1.720)
H (-6.510, -3.375, 2.381)
H (-6.652, -1.862, 0.535)
H (-7.911, -2.894, -0.135)
H (-5.992, -5.721, -0.149)
H (-7.346, -5.050, -1.113)
H (-4.621, -5.322, -2.112)
H (-6.246, -5.978, -2.703)
H (-5.345, -3.662, -3.757)
H (-6.980, -3.655, -3.240)
H (-4.663, -2.525, -1.810)
H (-6.298, -1.893, -1.743)
H (-3.788, -4.019, -0.373)
H (-4.561, -4.276, 1.128)
H (-4.674, -1.826, 1.772)
H (-4.449, -1.293, 0.181)
H (-2.117, -2.794, 1.460)
H (-2.234, -1.010, 1.414)
H (-2.084, -1.936, 0.001)
C (0.454, 3.371, -4.302)
F (0.822, 2.103, -3.892)
F (-0.774, 3.629, -3.843)
F (1.410, 4.245, -3.857)
S (0.455, 3.294, -6.200)
O (0.176, 4.636, -6.683)
O (1.781, 2.755, -6.530)
O (-0.608, 2.297, -6.459)
C (1.645, 0.817, -0.868)
F (1.566, 1.994, -1.254)
F (1.349, 0.008, -1.952)
F (2.920, 0.607, -0.459)
S (0.515, 0.463, 0.675)
O (1.223, 1.060, 1.830)
O (-0.762, 1.111, 0.407)
O (0.550, -0.996, 0.669)

Values from the calculation:
HOMO energy (alpha / beta) in eV: -9.3 / -15.0
E_LUMO (alpha / beta) in eV: -7.29 / -7.45
Orbital gap (alpha / beta) in eV: 1.973 / 7.564
Multiplicity: 2
Charge: +4

These are the Löwdin partial charges, in e, on atoms 1 to 8:
1. C 0.001
2. N -0.258
3. C 0.009
4. C -0.030
5. C -0.084
6. C -0.268
7. O -0.040
8. H 0.071

=====

Computed, not measured: a 8-piece molecular cluster, C43H109N7O15 overall in a non-equilibrium geometry, with ωB97M-V/def2-TZVPD.

Geometry (Å):
C (11.052, -1.338, 4.212)
O (10.307, -1.140, 2.997)
C (9.085, -0.363, 3.129)
C (8.355, -0.230, 1.818)
N (7.369, -1.289, 1.540)
C (6.632, -1.178, 0.225)
C (5.896, -2.530, 0.030)
O (6.638, -3.466, -0.730)
C (6.401, -3.187, -2.112)
H (12.103, -1.185, 3.965)
H (10.826, -2.343, 4.570)
H (10.896, -0.615, 5.012)
H (9.237, 0.597, 3.622)
H (8.491, -0.782, 3.941)
H (9.027, -0.066, 0.976)
H (7.621, 0.568, 1.930)
H (6.656, -1.293, 2.255)
H (7.310, -0.995, -0.609)
H (5.908, -0.370, 0.120)
H (4.902, -2.383, -0.391)
H (5.703, -2.944, 1.020)
H (5.339, -3.354, -2.292)
H (7.012, -3.851, -2.723)
H (6.684, -2.158, -2.334)
C (5.042, -1.559, -7.079)
O (4.088, -1.488, -6.004)
C (3.112, -0.571, -6.342)
C (2.477, -0.216, -5.008)
N (3.345, 0.464, -4.061)
C (3.864, 1.794, -4.427)
C (4.532, 2.547, -3.222)
O (3.737, 2.885, -2.054)
C (2.530, 3.610, -2.320)
H (4.621, -1.808, -8.053)
H (5.712, -2.388, -6.851)
H (5.572, -0.621, -7.246)
H (2.297, -0.962, -6.951)
H (3.423, 0.380, -6.772)
H (2.061, -1.081, -4.491)
H (1.610, 0.422, -5.181)
H (2.686, 0.603, -3.308)
H (3.183, 2.521, -4.869)
H (4.677, 1.693, -5.146)
H (4.735, 3.516, -3.678)
H (5.454, 2.105, -2.845)
H (2.791, 4.652, -2.507)
H (1.860, 3.550, -1.463)
H (1.993, 3.173, -3.162)
C (-3.455, 5.650, -4.203)
O (-4.746, 6.297, -4.406)
C (-4.782, 7.637, -4.854)
C (-6.139, 7.817, -5.679)
N (-6.415, 6.805, -6.736)
C (-5.345, 6.603, -7.673)
C (-5.039, 7.877, -8.521)
O (-3.843, 7.514, -9.301)
C (-4.318, 6.904, -10.542)
H (-2.558, 6.053, -4.673)
H (-3.608, 4.588, -4.395)
H (-3.190, 5.744, -3.150)
H (-3.931, 7.816, -5.512)
H (-4.544, 8.248, -3.984)
H (-6.373, 8.811, -6.060)
H (-6.971, 7.570, -5.020)
H (-6.541, 5.922, -6.261)
H (-5.668, 5.800, -8.335)
H (-4.474, 6.279, -7.104)
H (-4.852, 8.609, -7.735)
H (-5.953, 8.182, -9.030)
H (-4.783, 7.700, -11.124)
H (-5.138, 6.193, -10.445)
H (-3.513, 6.357, -11.032)
C (-10.766, 0.269, 8.877)
O (-10.522, 1.035, 7.623)
C (-10.865, 0.521, 6.297)
C (-10.917, 1.717, 5.360)
N (-9.572, 2.028, 4.955)
C (-9.486, 3.433, 4.490)
C (-8.062, 3.837, 4.151)
O (-7.652, 3.139, 2.985)
C (-6.307, 3.419, 2.686)
H (-11.576, -0.435, 8.686)
H (-10.989, 0.828, 9.786)
H (-9.927, -0.389, 9.102)
H (-11.836, 0.029, 6.338)
H (-10.062, -0.168, 6.033)
H (-11.454, 2.490, 5.910)
H (-11.465, 1.457, 4.455)
H (-9.157, 1.848, 5.857)
H (-9.993, 4.033, 5.246)
H (-10.003, 3.481, 3.531)
H (-7.407, 3.671, 5.006)
H (-8.096, 4.918, 4.018)
H (-5.574, 3.195, 3.461)
H (-6.093, 4.488, 2.678)
H (-6.043, 3.029, 1.703)
C (-0.841, 4.748, 3.789)
O (-0.696, 3.450, 4.265)
C (-1.401, 3.336, 5.474)
C (-1.242, 1.956, 6.029)
N (-1.801, 1.018, 5.015)
C (-1.791, -0.331, 5.441)
C (-2.381, -1.401, 4.418)
O (-1.488, -1.369, 3.342)
C (-1.675, -2.484, 2.459)
H (-1.758, 4.892, 3.217)
H (0.073, 4.918, 3.220)
H (-0.831, 5.476, 4.600)
H (-2.468, 3.389, 5.258)
H (-1.078, 4.079, 6.203)
H (-1.728, 1.924, 7.004)
H (-0.192, 1.767, 6.255)
H (-1.202, 1.073, 4.204)
H (-2.398, -0.432, 6.340)
H (-0.758, -0.560, 5.702)
H (-3.398, -1.135, 4.131)
H (-2.295, -2.335, 4.973)
H (-1.216, -3.379, 2.881)
H (-1.017, -2.304, 1.609)
H (-2.646, -2.741, 2.035)
C (-3.661, -4.950, -7.757)
O (-3.137, -3.705, -7.216)
C (-3.012, -3.562, -5.800)
C (-2.457, -4.718, -4.973)
N (-1.256, -5.389, -5.507)
C (-0.961, -6.712, -4.916)
C (-1.148, -6.833, -3.424)
O (-0.772, -8.120, -3.056)
C (-0.623, -8.334, -1.677)
H (-2.875, -5.702, -7.829)
H (-4.087, -5.077, -8.752)
H (-4.288, -5.423, -7.001)
H (-4.024, -3.356, -5.451)
H (-2.395, -2.674, -5.656)
H (-3.228, -5.381, -4.580)
H (-2.036, -4.309, -4.054)
H (-0.837, -5.139, -6.391)
H (-0.005, -7.177, -5.156)
H (-1.661, -7.407, -5.379)
H (-2.142, -6.666, -3.009)
H (-0.504, -6.086, -2.960)
H (-1.539, -8.071, -1.149)
H (0.074, -7.741, -1.085)
H (-0.408, -9.393, -1.536)
C (10.013, -6.217, 5.678)
O (8.857, -5.908, 6.488)
C (7.651, -5.391, 5.800)
C (6.953, -4.519, 6.852)
N (6.005, -3.554, 6.285)
C (4.960, -3.935, 5.269)
C (4.155, -2.650, 4.916)
O (4.928, -1.607, 4.626)
C (4.204, -0.381, 4.491)
H (9.671, -6.802, 4.824)
H (10.824, -6.652, 6.262)
H (10.421, -5.297, 5.258)
H (6.999, -6.208, 5.490)
H (7.792, -4.737, 4.939)
H (7.743, -3.945, 7.338)
H (6.567, -5.236, 7.577)
H (6.315, -2.594, 6.222)
H (4.187, -4.607, 5.643)
H (5.356, -4.285, 4.316)
H (3.548, -2.461, 5.802)
H (3.427, -3.024, 4.196)
H (3.628, -0.114, 5.376)
H (3.585, -0.420, 3.594)
H (4.975, 0.384, 4.394)
C (-0.456, 0.210, -0.933)
O (-1.127, 1.392, -1.087)
H (-0.810, -0.585, -1.589)
H (0.623, 0.350, -1.001)
H (-0.591, -0.173, 0.079)
H (-2.046, 1.160, -1.241)

Values from the calculation:
HOMO energy in eV: -8.2
E_LUMO in eV: 0.13
Orbital gap in eV: 8.313
SMILES string: COCCNCCOC.COCCNCCOC.COCCNCCOC.COCCNCCOC.COCCNCCOC.COCCNCCOC.COCCNCCOC.CO
Energy relative to the best compared isomer or geometry (same formula, charge and spin) in kcal/mol: 35.4

These are the Löwdin partial charges, in e, on atoms 1 to 8:
1. C -0.100
2. O -0.189
3. C -0.213
4. C -0.196
5. N -0.065
6. C -0.175
7. C -0.238
8. O -0.182